No. 1
{
  "formula": "C8H12",
  "method": "ωB97M-V with the def2-TZVPD basis set",
  "elements": ["H", "C", "C", "H", "C", "H", "H", "H", "H", "H", "C", "H", "C", "H", "H", "C", "H", "H", "C", "C"],
  "positions_angstrom": [[3.47477, -1.54797, 0.69487], [0.24520, 1.67457, -1.17132], [-0.15149, 0.73575, 1.20886], [0.87999, 1.40495, -1.88357], [1.70335, -1.16686, -0.22609], [-1.67423, -2.52856, 0.41628], [2.41439, -0.45431, 1.63058], [-0.88061, 1.51553, 1.25798], [1.53729, -1.81247, -1.10832], [0.83982, 1.00931, 1.41553], [-1.80467, -1.57091, -0.08354], [-0.55208, 2.03172, -1.77682], [-0.24090, 0.49457, -0.33600], [-3.32242, 0.00618, 0.71114], [-0.30856, -0.25469, 1.68741], [-1.35820, -0.33034, -0.80685], [-1.50011, -0.23923, -1.82182], [0.62291, 2.55126, -0.62074], [-2.51730, -0.53996, 0.13926], [2.59286, -0.97850, 0.67316]],
  "forces_ev_per_a": [[1.581, -0.623, -0.240], [-2.645, 0.272, 3.042], [-0.126, -2.558, -2.965], [3.488, -1.297, -2.839], [-0.575, -1.582, -1.394], [0.463, 0.036, -0.680], [0.016, 0.094, -0.703], [-0.538, 0.468, 1.355], [0.235, 0.730, 0.575], [1.134, 0.976, 0.532], [-0.114, -1.410, 1.100], [-1.271, 0.596, -0.441], [-0.437, 2.058, 1.227], [1.200, -0.903, -0.828], [-0.547, 1.052, 0.241], [1.207, 0.552, 1.925], [-0.664, -0.084, -2.363], [0.019, -0.603, 0.072], [-2.150, 1.805, 0.447], [-0.277, 0.421, 1.935]],
  "charge": 0,
  "e_lumo_ev": [1.10, -0.35],
  "e_above_lowest_kcal_mol": 79.9,
  "multiplicity": 3,
  "homo_energy_ev": [-5.8121, -9.5485],
  "s_squared": 2.015
}


No. 2
{
  "formula": "C8H12Ag2FO4",
  "method": "ωB97M-V with the def2-TZVPD basis set",
  "elements": ["H", "C", "O", "C", "H", "H", "H", "Ag", "H", "H", "H", "C", "O", "C", "H", "H", "H", "O", "C", "Ag", "O", "C", "F", "C", "H", "C", "H"],
  "positions_angstrom": [[-6.91509, -9.00732, 5.17916], [-1.55948, -8.98419, 2.57731], [-1.73956, -9.74456, 3.50273], [-8.48226, -9.83969, 2.75665], [-6.32278, -9.75609, 3.01194], [-9.44760, -7.58380, 4.30663], [0.26645, -8.24323, 0.17777], [-1.82749, -10.42815, 5.71483], [-7.03939, -8.30476, 2.25634], [0.27584, -7.00524, 1.48437], [-9.25048, -8.78745, 5.53601], [-1.71384, -7.45228, 0.78424], [-9.40460, -9.57577, 3.63250], [-8.95670, -8.53211, 4.51833], [-3.41891, -8.59123, 1.47087], [-1.80844, -6.36154, 0.78302], [-7.18992, -7.37619, 4.46269], [-0.30942, -8.87439, 2.06837], [-7.15482, -9.05483, 3.04074], [-4.68537, -9.66458, 7.64367], [-8.62266, -10.62262, 1.83894], [-2.55097, -8.09315, 1.89433], [-4.13690, -10.00339, 5.41227], [-0.26970, -7.88517, 1.06251], [-1.89401, -7.77159, -0.24740], [-7.43011, -8.43576, 4.40862], [-2.82864, -7.38161, 2.67655]],
  "forces_ev_per_a": [[-0.077, 0.090, -0.009], [-2.195, -1.542, 1.748], [0.558, 0.805, -1.267], [-0.363, 1.422, 2.163], [-0.005, 0.020, -0.046], [-0.177, -0.249, -0.580], [0.860, -0.072, 0.189], [-0.678, -0.174, 0.074], [-0.108, -0.176, -0.177], [0.634, 0.168, 0.111], [-0.258, -0.345, -0.229], [0.629, 0.600, 0.353], [0.543, -0.507, -1.257], [0.406, 0.961, 1.946], [-0.096, -0.253, 0.408], [-0.064, -0.037, -0.178], [0.443, -0.111, -0.116], [1.568, 1.183, -1.446], [0.112, -0.166, -0.624], [0.062, -0.194, -0.749], [0.083, -0.669, -0.900], [1.142, 0.396, -0.582], [0.546, 0.181, 1.328], [-1.939, -1.011, 0.315], [-0.376, -0.080, -0.055], [-0.895, -0.325, -0.219], [-0.357, 0.088, -0.199]],
  "charge": 3,
  "e_lumo_ev": [-10.40, -15.71],
  "e_above_lowest_kcal_mol": 9.3,
  "multiplicity": 3,
  "homo_energy_ev": [-20.3359, -20.2987],
  "s_squared": 2.016
}


No. 3
{
  "formula": "C8H12AgCl6NiO6",
  "method": "ωB97M-V with the def2-TZVPD basis set",
  "elements": ["O", "H", "O", "H", "Cl", "H", "C", "Cl", "C", "H", "Cl", "H", "H", "Ag", "H", "C", "H", "O", "Ni", "H", "H", "Cl", "C", "C", "C", "C", "H", "C", "H", "O", "Cl", "Cl", "O", "O"],
  "positions_angstrom": [[11.10049, 13.35288, -5.03408], [9.68547, 10.34745, -2.18217], [8.12337, 13.83956, -2.35318], [11.48951, 16.25701, -6.85339], [8.94765, 7.29517, -0.19691], [12.57976, 14.14463, -8.81238], [11.81499, 14.74902, -8.33527], [14.98056, 13.37157, -6.82943], [9.58711, 8.25857, -1.53385], [14.12123, 11.56886, -3.77733], [9.45379, 10.48201, 0.09198], [15.93009, 11.61239, -5.62957], [10.67251, 8.20989, -1.52505], [7.88483, 11.96022, -5.48789], [9.22389, 7.84795, -2.47481], [7.24953, 13.69871, -3.29549], [13.15664, 15.52006, -6.83872], [9.99821, 11.97417, -6.32558], [9.88701, 13.87953, -3.42924], [8.13958, 9.93421, -1.82361], [13.47279, 13.04192, -4.44671], [15.51321, 13.47420, -3.39509], [12.31949, 15.86975, -7.43488], [14.39007, 12.47269, -4.32950], [9.14914, 9.70176, -1.47992], [14.91832, 12.00254, -5.65346], [14.21841, 11.33507, -6.14868], [10.61872, 12.13846, -5.19315], [11.18585, 14.08209, -7.74628], [9.86588, 11.89340, -4.18091], [13.01866, 17.24620, -8.33317], [10.77046, 15.43625, -9.62165], [7.95238, 14.07390, -4.35134], [6.59541, 12.68287, -3.63948]],
  "forces_ev_per_a": [[3.089, 0.709, 0.958], [0.555, -0.602, -0.079], [-2.400, 0.952, 2.606], [0.126, 0.027, 0.188], [-0.088, -0.195, -0.003], [0.218, 0.283, -0.030], [-0.330, 0.254, 0.092], [0.199, 0.139, -0.014], [-0.052, 0.558, -0.434], [0.265, 0.151, 0.369], [-0.124, -0.016, 0.120], [-0.090, -0.229, 0.208], [0.002, -0.149, 0.176], [-0.160, -0.051, -0.247], [0.034, -0.183, 0.064], [6.520, -4.105, -1.165], [-0.348, -0.192, 0.372], [2.570, -2.315, -0.315], [-0.220, -2.428, -1.920], [-0.374, -0.663, 0.722], [0.006, 0.078, -0.201], [0.129, -0.106, 0.000], [0.271, -0.300, -0.495], [-0.544, -0.603, 0.032], [0.050, 1.304, -0.624], [-0.053, 0.943, -0.814], [0.079, -0.373, 0.380], [-6.714, 6.129, -2.481], [0.055, 0.007, 0.066], [0.112, -2.164, 4.042], [0.067, 0.115, -0.092], [-0.116, -0.271, -0.014], [-0.564, 2.373, -2.856], [-2.172, 0.922, 1.391]],
  "charge": 0,
  "e_lumo_ev": [-2.01, -4.34],
  "multiplicity": 4,
  "homo_energy_ev": [-10.0789, -10.0189],
  "s_squared": 3.767
}


no.,maximum force (eV/A)
1,4.68
2,3.20
3,9.42